1.
{"formula": "C3H6N4S", "method": "ωB97M-V/def2-TZVPD", "max_force_ha_per_bohr": 0.11244, "gap_ev": 8.57, "energy_ev": -19999.3837, "de_lowest_kj_mol": 477.8, "symbols": ["C", "C", "C", "H", "H", "H", "H", "H", "H", "N", "N", "N", "N", "S"], "coordinates": [[-0.04, 0.77, 0.87], [0.67, -0.40, 1.09], [0.25, -1.26, -0.06], [1.56, 1.81, 1.96], [0.40, 2.60, 0.75], [1.50, -0.48, 1.80], [-0.02, -2.47, -1.42], [-1.43, -1.10, -2.89], [-1.78, 1.00, 0.18], [0.22, 1.93, 1.57], [0.51, -2.44, -0.41], [-0.66, -0.48, -0.74], [-0.82, 0.87, -0.27], [-0.35, -0.35, -2.45]], "nbo_charge": [0.329, -0.387, 0.365, 0.360, 0.377, 0.239, 0.321, 0.122, 0.383, -0.765, -0.651, -0.424, -0.446, 0.177]}

***

2.
{"formula": "C6H10O2", "method": "ωB97M-V/def2-TZVPD", "max_force_ha_per_bohr": 0.08699, "gap_ev": [7.62, 7.52], "energy_ev": -10472.6112, "de_lowest_kj_mol": 632.8, "symbols": ["C", "C", "C", "C", "O", "H", "H", "H", "H", "H", "H", "C", "C", "O", "H", "H", "H", "H"], "coordinates": [[-0.16, 0.09, 1.28], [0.78, -0.32, -0.35], [0.33, 1.11, 2.02], [1.21, -1.64, -0.42], [-0.91, -0.94, 1.83], [-1.23, -0.66, 2.70], [1.53, 0.47, -0.41], [0.91, 1.88, 1.52], [0.11, 1.22, 3.07], [1.71, -2.12, 0.41], [0.80, -2.34, -1.13], [-0.35, 0.12, -1.33], [-0.24, 1.20, -2.13], [-1.31, -0.82, -1.60], [-1.85, -0.98, -0.81], [-0.92, 0.45, 0.28], [-1.06, 1.50, -2.77], [0.66, 1.78, -2.15]], "nbo_charge": [0.129, -0.296, -0.486, -0.351, -0.724, 0.480, 0.242, 0.209, 0.199, 0.194, 0.200, 0.242, -0.447, -0.699, 0.482, 0.211, 0.213, 0.202]}

***

3.
{"formula": "C7H14NOS", "method": "ωB97M-V/def2-TZVPD", "max_force_ha_per_bohr": 0.09620, "total_charge": 1, "gap_ev": 6.89, "energy_ev": -21847.7640, "de_lowest_kj_mol": 336.2, "symbols": ["C", "N", "C", "O", "C", "C", "C", "C", "C", "S", "H", "H", "H", "H", "H", "H", "H", "H", "H", "H", "H", "H", "H", "H"], "coordinates": [[-2.00, -1.75, 0.84], [-2.22, -0.61, 0.31], [-3.21, -0.42, -0.77], [-1.69, 0.62, 0.67], [-0.32, 0.56, 1.05], [0.51, 0.37, -0.36], [1.89, 0.19, -0.05], [2.69, 1.12, 0.79], [2.72, -0.45, -1.13], [2.39, -1.51, 0.31], [-2.51, -2.59, 0.34], [-1.29, -1.68, 1.71], [-2.91, -0.93, -1.78], [-3.25, 0.66, -0.68], [-4.13, -1.09, -0.56], [-0.18, -0.16, 1.82], [-0.19, 1.61, 1.43], [0.02, -0.47, -0.83], [0.39, 1.37, -0.81], [3.79, 0.91, 0.90], [2.34, 1.15, 1.81], [2.48, 2.05, 0.39], [3.80, -0.19, -1.10], [2.38, -0.97, -2.03]], "nbo_charge": [0.022, 0.045, -0.462, -0.304, -0.088, -0.411, -0.149, -0.612, -0.464, 0.066, 0.259, 0.252, 0.266, 0.269, 0.254, 0.188, 0.241, 0.224, 0.233, 0.254, 0.215, 0.209, 0.244, 0.249]}

***

What is the formula in the first record? C3H6N4S